Model A:
The following is a DFT calculation (wB97M-V/def2-TZVPD) of a single C3H8NOP molecule.

Output
Charge ... 0
Gap between HOMO and LUMO ... 9.6 eV
LUMO level ... 0.7 eV
HOMO ... -8.873 eV

Cartesian coordinates (Å):
C -0.2134 0.4362 -0.4051
C 2.3522 0.6063 -0.2549
C 0.9715 0.0006 -0.0151
N -3.3062 -0.2532 -0.5518
O 1.0329 -1.0154 0.8947
P -1.9373 -0.4116 0.1747
H 2.9174 0.3489 -1.2843
H 3.0034 0.0702 0.5300
H 2.3915 1.6788 -0.0586
H -0.4504 1.2272 -1.1263
H 0.2830 -1.1967 1.3603
H -3.2266 0.5265 -1.1249
H -1.8672 -1.8440 0.3030
H -1.9509 -0.1739 1.5582



Model B:
The following is a DFT calculation (wB97M-V/def2-TZVPD) of 2 unconnected molecules or ions with the total composition C3H8NOP.

Output
Charge ... 0
Gap between HOMO and LUMO ... 10.4 eV
LUMO level ... 0.8 eV
HOMO ... -9.583 eV

Cartesian coordinates (Å):
C 0.5244 -3.1788 0.5122
C 0.5845 -2.5808 -1.9099
C -0.8864 2.0297 1.5857
N 0.8032 -3.1593 -0.6398
O 0.4287 -3.3745 1.6529
P -0.4796 0.4265 0.7492
H 1.4555 -1.9830 -2.1853
H 0.4669 -3.3867 -2.6344
H -0.3040 -1.9466 -1.9163
H -1.4470 1.8200 2.4911
H -1.5139 2.6148 0.9163
H 0.0125 2.5917 1.8289
H 0.4701 0.9610 -0.1218
H 0.5087 0.0319 1.6465



Model C:
The following is a DFT calculation (wB97M-V/def2-TZVPD) of 2 unconnected molecules or ions with the total composition C3H8NOP.

Output
Charge ... 0
Gap between HOMO and LUMO ... 8.9 eV
LUMO level ... 0.8 eV
HOMO ... -8.178 eV

Cartesian coordinates (Å):
C 1.6639 0.0027 0.1009
C -0.8202 1.5717 -0.4650
C -0.5256 0.4274 0.3735
N 1.7581 -1.2662 -0.1827
O 2.4519 0.8801 0.2595
P -1.2260 -1.1614 -0.1209
H -0.9007 1.1771 -1.4900
H -1.6898 2.0425 0.0229
H 0.0005 2.2612 -0.4850
H -0.4789 0.6243 1.4999
H 0.8246 -1.6623 -0.4802
H 2.5577 -1.8067 -0.1129
H -2.5630 -1.1552 0.0524
H -1.0524 -1.9352 1.0275



model B comes first in stability; the runner-up is 1.852 eV higher.



Model A:
The following is a DFT calculation (wB97M-V/def2-TZVPD) of a single C3H8NOP molecule.

Output
Charge ... 0
Gap between HOMO and LUMO ... 10.2 eV
LUMO level ... 1.0 eV
HOMO ... -9.197 eV

Cartesian coordinates (Å):
C -0.5597 0.6759 -1.5459
C -1.0198 0.0971 -0.2441
C -0.5958 -1.2007 0.4418
N 1.9226 0.1952 0.5629
O -1.8970 0.2010 -1.3608
P 0.9208 -0.6958 1.5991
H -0.3986 1.7479 -1.5716
H 0.1496 0.1130 -2.1668
H -1.2812 0.8136 0.4543
H -0.3367 -1.9521 -0.3381
H -1.3522 -1.6778 1.1205
H 1.3975 1.0440 0.1046
H 2.8595 0.3796 0.8080
H 0.1911 0.2591 2.1363



Model B:
The following is a DFT calculation (wB97M-V/def2-TZVPD) of 2 unconnected molecules or ions with the total composition C3H8NOP.

Output
Charge ... 0
Gap between HOMO and LUMO (alpha / beta) ... 8.9 / 7.7 eV
LUMO level (alpha / beta) ... -0.3 / -0.3 eV
HOMO (alpha / beta) ... -9.255 / -8.027 eV

Cartesian coordinates (Å):
C 0.1418 -0.5126 0.3852
C 0.4773 -0.9129 1.8009
C -1.2470 -0.0180 0.1100
N 0.2069 1.6349 -2.3798
O 0.6659 -1.3910 -0.6156
P 1.5128 -0.0119 -0.6787
H 0.1935 -0.1216 2.4916
H 1.5472 -1.1052 1.9002
H -0.0621 -1.8222 2.0673
H -1.3152 0.2949 -0.9333
H -1.4837 0.8307 0.7517
H -1.9658 -0.8191 0.2979
H 0.5559 2.5096 -1.9904
H 0.7727 1.4445 -3.2072



model A comes first in stability; the runner-up is 0.852 eV higher.



Model A:
The following is a DFT calculation (wB97M-V/def2-TZVPD) of a molecular structure, C15H25NO2S.

Output
Charge ... 0
Gap between HOMO and LUMO ... 8.5 eV
LUMO level ... -0.2 eV
HOMO ... -8.719 eV

Cartesian coordinates (Å):
C 3.5411 -0.0085 4.2342
C 3.3307 1.1667 3.1008
H 2.3241 1.4375 3.0453
H 4.0606 2.0278 3.4210
C 3.8642 0.9349 1.7002
C 2.9871 -0.3754 1.3988
C 1.6787 -0.2808 1.0142
C 1.1882 1.0012 0.4358
O 1.5941 2.0413 0.9199
C -0.1266 0.9505 -0.4236
C 0.2304 -0.3409 -1.5214
C 0.3210 -1.5788 -0.8867
C 0.9666 -1.3219 0.4176
N 0.8539 -2.6809 1.1348
H 1.4357 -2.4938 1.9680
H 0.5669 -2.2999 -1.3629
H -0.9365 -1.7097 -0.5238
C -0.8468 -0.0297 -2.5678
C -2.3271 -0.3434 -2.4588
C -2.8537 -1.7042 -2.7375
H -3.7779 -1.7109 -2.5936
H -2.7145 -1.8100 -3.7602
H -2.2588 -2.5655 -2.3976
H -2.4865 -0.3224 -1.0904
S -3.1358 1.0288 -3.2734
C -4.7504 1.1631 -1.9195
C -4.3772 2.1110 -0.5351
H -5.1961 1.8694 -0.0469
H -4.0223 2.9300 -0.7065
H -3.6111 1.4620 -0.0013
H -5.4526 1.5927 -2.4862
H -4.9102 0.2206 -1.7008
H -0.7514 0.9113 -3.1192
H -0.5148 -0.6360 -3.3941
H 1.1738 0.1013 -1.8645
H -0.2875 1.6946 -0.9065
H -0.8918 0.6939 0.0429
O 3.4922 -1.7217 1.5601
H 3.1051 -2.3868 1.0592
H 4.9300 0.2225 1.8269
H 3.5154 1.5824 1.2001
H 2.9286 -0.9683 4.2327
H 3.4960 0.4066 5.3014
H 4.6453 -0.2607 4.2645



Model B:
The following is a DFT calculation (wB97M-V/def2-TZVPD) of a single C15H25NO2S molecule.

Output
Charge ... 0
Gap between HOMO and LUMO ... 9.2 eV
LUMO level ... 0.6 eV
HOMO ... -8.679 eV

Cartesian coordinates (Å):
O 2.0491 -1.1869 1.6465
N 1.1326 1.4191 4.3593
O -1.4654 1.4859 3.1299
S -0.9250 0.8706 -4.5529
C 1.0161 -0.5850 1.3659
C 0.9584 0.2749 3.7807
C 0.4314 0.2507 2.4407
C -0.7498 0.8884 2.1417
C -0.9567 0.1906 -7.2524
C -0.6738 -2.5595 4.6349
C 1.3290 1.3516 -3.0573
C -0.0709 0.0975 -6.0001
C 1.2626 -0.9292 4.6316
C 0.4146 -0.7087 -0.0560
C -1.3132 0.9620 0.7370
C 0.0534 -1.4486 5.4048
C -0.8217 0.7439 -1.7832
C 0.0974 0.4631 -3.0363
C -0.2416 0.6359 -0.3522
H 0.9079 2.2710 3.8075
H -0.9692 1.3418 3.9670
H -1.2904 1.2065 -7.4645
H -0.3404 -0.1382 -8.0890
H -1.8131 -0.4873 -7.1313
H -0.0383 -3.4300 4.5436
H -1.5418 -2.8629 5.2077
H -1.0277 -2.1762 3.6649
H 1.8604 1.2054 -4.0087
H 1.9749 1.0431 -2.2409
H 1.0677 2.4138 -2.9577
H 0.9035 0.6102 -6.1602
H 0.1257 -0.9793 -5.7958
H 2.0448 -0.7168 5.3416
H 1.6215 -1.7244 4.0246
H 1.2347 -0.8471 -0.8152
H -0.2843 -1.5710 -0.1038
H -1.6998 2.0254 0.5559
H -2.1367 0.2731 0.6642
H -0.6221 -0.6084 5.5904
H 0.3647 -1.8236 6.3674
H -1.0946 1.8069 -1.8929
H -1.6933 0.0929 -1.8534
H 0.4092 -0.5610 -3.0966
H 0.5098 1.4201 -0.3074



model B comes first in stability; the runner-up is 14.273 eV higher.



Model A:
The following is a DFT calculation (wB97M-V/def2-TZVPD) of 3 unconnected molecules or ions with the total composition C3H13NO2S2.

Output
Charge ... 0
Gap between HOMO and LUMO ... 8.4 eV
LUMO level ... 0.4 eV
HOMO ... -8.003 eV

Cartesian coordinates (Å):
N -1.7855 -1.0937 -1.3460
C -0.8115 -1.0502 -2.4118
C -0.6132 0.4312 -2.2969
S 0.2742 0.8105 -0.7352
S -1.3703 1.0334 0.4768
C -0.7435 2.5337 1.3088
H -1.5063 -1.8528 -0.5572
H -2.7024 -1.2252 -1.5743
H 0.1050 -1.5908 -2.1184
H -1.1777 -1.4905 -3.3910
H 0.1180 0.8533 -3.0094
H -1.5063 1.1264 -2.2339
H 0.1237 2.2059 1.8793
H -0.4551 3.3972 0.6404
H -1.3938 3.0106 1.9666
H 2.9687 -0.7136 2.9211
H 1.7573 0.2922 2.5723
O 2.4149 -0.0137 3.2252
H 1.4396 -2.2120 1.1374
H 2.6398 -2.5951 1.9996
O 2.2241 -1.8566 1.5466



Model B:
The following is a DFT calculation (wB97M-V/def2-TZVPD) of 3 unconnected molecules or ions with the total composition C3H13NO2S2.

Output
Charge ... 0
Gap between HOMO and LUMO ... 9.1 eV
LUMO level ... 0.4 eV
HOMO ... -8.643 eV

Cartesian coordinates (Å):
N -0.2610 -1.0468 -0.6857
C -1.3152 -0.7833 0.3081
C -1.1605 0.5980 0.9472
S -1.5328 1.9200 -0.2666
S -0.0657 3.2020 -0.6319
C 0.3313 3.9773 0.9666
H -0.4513 -0.3699 -1.4215
H 0.6287 -0.6813 -0.3418
H -2.2956 -0.9598 -0.1097
H -1.1460 -1.4860 1.1300
H -1.8585 0.8050 1.7593
H -0.1618 0.6838 1.3821
H 1.3888 3.8488 1.1759
H 0.0804 5.0380 0.9320
H -0.2660 3.5610 1.7619
H 1.9653 -2.8517 -2.3124
H 1.9928 -1.4679 -2.8773
O 2.3822 -2.3384 -3.0112
H 1.1893 -3.8770 0.9078
H 0.0165 -3.4974 0.0694
O 0.5391 -4.2744 0.3178



model B comes first in stability; the runner-up is 1.507 eV higher.